H4O3 | ωB97M-V/def2-TZVPD

Geometry as XYZ:
```
7
Properties=species:S:1:pos:R:3:nbo_charge:R:1
O 0.615 0.421 0.067 -0.481
O 1.827 -0.319 -0.002 -0.471
H -2.380 0.747 0.123 0.471
H -0.116 -0.151 0.188 0.479
H 2.520 0.251 -0.338 0.463
O -2.143 -0.140 -0.149 -0.926
H -2.416 -0.541 0.698 0.466
```

Results
total charge = 0
energy above the lowest of the compared OMol25 structures with the same formula, charge and spin = 6.4 kcal per mole
gap between HOMO and LUMO = 10.3 eV
energy = -227.99777 hartree
structure (SMILES) = OO.O
HOMO energy = -9.60 eV